(1)
This record from OMol25 describes a cluster of 2 separate species, C4H6N2 in total. The level of theory is the ωB97M-V functional and the def2-TZVPD basis.

Output
Highest occupied orbital energy   -7.831 eV
Total energy   -7222.402 eV
Orbital gap   0.3231 hartree
Energy above the lowest of the compared OMol25 structures with the same formula, charge and spin   307.65 kJ/mol
Strongest force on any atom   4.0 eV Å⁻¹

ORCA input file:
```
! RIJCOSX wB97M-V def2-TZVPD def2/J DEFGRID3
* xyz 0 1
C 0.0257 0.9707 0.5657
C -2.7990 -0.6648 -0.3385
C 1.8520 -0.5249 -0.4714
C 0.6813 -0.2034 0.4781
N -0.2706 2.0824 0.9065
N -1.9550 -0.0237 -0.7483
H -3.2877 -1.4335 0.2141
H -0.9559 2.6659 0.4629
H 2.0246 0.4059 -1.1284
H 2.7990 -0.9425 -0.0126
H 1.5486 -1.3156 -1.1173
H 0.3369 -1.0166 1.1892
*
```

***

(2)
This record from OMol25 describes a cluster of 2 separate species, C4H2N2 in total. The level of theory is the ωB97M-V functional and the def2-TZVPD basis.

Output
Highest occupied orbital energy (spin up / spin down)   -10.035 / -9.331 eV
Total energy   -7153.465 eV
Orbital gap (spin up / spin down)   0.2506 / 0.2075 hartree
Energy above the lowest of the compared OMol25 structures with the same formula, charge and spin   525.31 kJ/mol
Strongest force on any atom   3.5 eV Å⁻¹

ORCA input file:
```
! RIJCOSX wB97M-V def2-TZVPD def2/J DEFGRID3
* xyz 0 1
C -0.1155 1.4436 -0.8008
C 2.1991 -1.5946 -1.1271
C -0.9104 -0.2336 1.0340
C -0.4291 0.4873 0.1118
N 0.2904 2.2540 -1.5009
N 1.2538 -0.9894 -0.8238
H -1.3539 0.0171 1.9877
H -0.9344 -1.3844 1.1192
*
```

***

(3)
This record from OMol25 describes a cluster of 2 separate species, C3H12NO in total. The level of theory is the ωB97M-V functional and the def2-TZVPD basis.

Output
Highest occupied orbital energy   -16.496 eV
Total energy   -6837.150 eV
Orbital gap   0.4870 hartree
Energy above the lowest of the compared OMol25 structures with the same formula, charge and spin   25.55 kJ/mol
Strongest force on any atom   1.2 eV Å⁻¹

ORCA input file:
```
! RIJCOSX wB97M-V def2-TZVPD def2/J DEFGRID3
* xyz 1 1
C 0.8268 1.6447 -1.0230
C 0.2537 0.8992 0.1719
C -1.2662 0.8671 0.1247
N 0.7259 -0.5525 0.0919
H 1.9143 1.7286 -0.9779
H 0.5928 1.1864 -1.9899
H 0.3963 2.6402 -1.0132
H 0.7010 1.3282 1.0683
H -1.4790 0.3112 -0.7818
H -1.7571 1.8318 0.0858
H -1.6895 0.2763 0.9339
H 1.7205 -0.6586 0.2860
H 0.1791 -1.1579 0.7331
H 0.5855 -0.7685 -0.8946
H -0.7803 -3.6955 0.5343
H -0.4771 -3.0333 1.7920
O -0.4467 -2.8474 0.8583
*
```

***

(4)
This record from OMol25 describes a structure of composition C56H53N6OSSn. The level of theory is the ωB97M-V functional and the def2-TZVPD basis.

Output
Highest occupied orbital energy   -2.800 eV
Total energy   -86580.576 eV
Orbital gap   0.1574 hartree
Strongest force on any atom   1.8 eV Å⁻¹

ORCA input file:
```
! RIJCOSX wB97M-V def2-TZVPD def2/J DEFGRID3
* xyz -1 1
Sn 0.3035 0.9598 -0.0938
C 3.9909 -1.3967 1.6337
C 3.7122 -0.1165 2.3812
C 4.8417 0.4289 3.2907
C 3.9935 2.1505 4.3320
C 2.7775 2.9199 3.9706
C 1.8204 2.4368 3.1861
C 0.6788 3.2742 2.7097
C 1.9364 1.0327 2.6615
N 0.7218 0.4896 2.1890
C -0.2611 0.1499 2.9670
C -0.3594 0.4961 4.4266
C -1.3542 -0.5475 2.3566
C -2.5727 -0.8473 3.1824
N -1.1982 -0.8479 1.1111
C -2.1304 -1.4533 0.2602
C -3.3764 -0.5510 -0.1150
C -3.6174 0.7341 0.6675
C -4.7285 -1.1887 -0.4327
C -3.8824 -3.3806 -1.4387
C -2.9024 -3.7047 -0.4737
C -2.2364 -2.9352 0.4232
C -1.3077 -3.5648 1.4238
H 4.8189 -1.2417 0.9469
H 3.1122 -1.6705 1.0595
H 4.2429 -2.1924 2.3330
H 5.7280 -0.1966 3.3769
H 4.4623 2.5790 5.2216
H 2.7100 3.9366 4.3379
H 0.6364 4.2113 3.2598
H -0.2739 2.7601 2.8138
H 0.8242 3.4941 1.6495
H 0.5408 0.9925 4.7745
H -0.5207 -0.3977 5.0264
H -1.2073 1.1638 4.5891
H -2.3085 -1.4740 4.0337
H -3.3186 -1.3632 2.5883
H -3.0065 0.0745 3.5710
H -2.6949 1.1199 1.0981
H -4.3535 0.5808 1.4529
H -4.0059 1.4802 -0.0231
H -5.3082 -0.3718 -0.8849
H -4.1043 -4.1719 -2.1468
H -2.6847 -4.7690 -0.4206
H -1.2428 -4.6371 1.2545
H -1.6558 -3.4049 2.4466
H -0.3121 -3.1304 1.3399
C 2.6524 3.9192 -2.5016
C 3.9814 3.8064 -2.1285
C 4.2946 3.1306 -0.9687
C 3.3038 2.5223 -0.1957
C 1.9793 2.4917 -0.6438
C 1.6862 3.2601 -1.7676
C 3.6779 1.9798 1.1117
C 4.6764 2.4959 1.8416
C 5.0376 1.9471 3.1750
C 3.8229 0.6112 4.4435
C 3.9852 0.0192 5.7869
C 3.2852 -1.0499 6.1742
C 2.3223 -1.6826 5.3007
C 2.0400 -1.1936 4.0874
C 2.7148 -0.0005 3.5569
N 2.9576 0.8705 1.6060
H 2.3816 4.4832 -3.3859
H 4.7645 4.2387 -2.7380
H 5.3297 3.0427 -0.6698
H 0.6584 3.3312 -2.1009
H 5.2528 3.3335 1.4835
H 6.0352 2.2773 3.4779
H 4.7042 0.4903 6.4453
H 3.4248 -1.4733 7.1591
H 1.8274 -2.5721 5.6627
H 1.3337 -1.6775 3.4289
C -4.6677 2.1816 -4.0110
C -3.9142 1.0222 -4.6600
N -2.4790 1.1184 -4.4792
C -1.6698 1.6758 -5.5379
C -1.5721 3.1985 -5.4653
C -1.9266 0.8191 -3.2891
S -0.2909 1.0239 -3.0150
N -2.8031 0.4712 -2.3188
C -2.5770 -0.3153 -1.3526
O -1.6056 -1.1760 -1.1160
C -4.7482 -2.3120 -1.4429
C -5.8682 -2.2544 -2.2964
C -7.0974 -1.7221 -1.9234
C -7.5744 -1.5203 -0.6382
C -6.8761 -1.7729 0.5681
C -5.5332 -1.7068 0.7082
H -5.7392 2.0319 -4.1059
H -4.4010 3.1263 -4.4755
H -4.4164 2.2258 -2.9572
H -4.1091 1.0017 -5.7350
H -4.2589 0.0816 -4.2223
H -2.0900 1.3619 -6.4978
H -0.6666 1.2562 -5.4329
H -2.5307 3.6699 -5.6656
H -0.8468 3.5587 -6.1899
H -1.2353 3.4837 -4.4741
H -5.7910 -2.7134 -3.2754
H -7.8297 -1.6106 -2.7185
H -8.6318 -1.3048 -0.5427
H -7.4828 -2.0375 1.4285
H -5.0402 -2.0779 1.5947
N 5.9440 -4.4875 -6.2297
C 5.3252 -3.9716 -5.4093
C 4.5674 -3.3385 -4.4084
C 3.2226 -3.6809 -4.2250
C 2.4754 -3.0380 -3.2651
C 3.0487 -2.0354 -2.4731
C 4.4016 -1.7146 -2.6447
C 5.1539 -2.3561 -3.6015
C 2.2592 -1.2988 -1.5684
C 1.5740 -0.6034 -0.8458
H 2.7817 -4.4459 -4.8499
H 1.4328 -3.2808 -3.1223
H 4.8332 -0.9394 -2.0290
H 6.1956 -2.1044 -3.7472
*
```

***

(5)
This record from OMol25 describes the molecule C14H19ClN2O. The level of theory is the ωB97M-V functional and the def2-TZVPD basis.

Output
Highest occupied orbital energy   -7.556 eV
Total energy   -32377.190 eV
Orbital gap   0.3048 hartree
Energy above the lowest of the compared OMol25 structures with the same formula, charge and spin   0.00 kJ/mol
Strongest force on any atom   0.7 eV Å⁻¹

ORCA input file:
```
! RIJCOSX wB97M-V def2-TZVPD def2/J DEFGRID3
* xyz 0 1
C 5.3130 -0.7583 1.0239
H 5.4024 0.0519 1.7438
H 6.2783 -1.2523 0.9376
H 4.5891 -1.4771 1.4035
C 4.8815 -0.1997 -0.3355
C 5.8985 0.8100 -0.8564
H 5.9282 1.6727 -0.1961
H 5.6183 1.1531 -1.8494
H 6.8887 0.3635 -0.9047
C 3.5206 0.4740 -0.1573
O 3.3903 1.6614 0.0344
N 2.4893 -0.4182 -0.2031
C 1.1210 -0.1899 -0.0251
C 0.5816 1.0601 0.2570
C -0.7814 1.2108 0.4067
C -1.6736 0.1391 0.2976
N -3.0432 0.2450 0.4826
C -3.6350 1.4398 1.0484
C -4.1796 2.2092 -0.1556
C -4.7197 1.0779 -1.0363
H -5.7864 0.9373 -0.8652
C -3.9372 -0.1799 -0.5889
H -3.3679 -0.6101 -1.4123
H -4.6237 -0.9423 -0.2078
H -4.5711 1.2825 -2.0949
H -3.3664 2.7330 -0.6600
H -4.9454 2.9321 0.1170
H -4.4674 1.1193 1.6864
H -2.9306 1.9964 1.6612
C -1.0995 -1.1158 0.0430
C 0.2594 -1.2794 -0.1278
H 0.6489 -2.2677 -0.3242
Cl -2.0886 -2.5401 -0.0149
H -1.1608 2.2012 0.6002
H 1.2332 1.9128 0.3436
H 2.7277 -1.3850 -0.3761
H 4.7866 -1.0243 -1.0512
*
```